[1]
{
  "formula": "C35H25N6PdTe",
  "method": "wB97M-V/def2-TZVPD",
  "e_tot_ha": -2072.149462,
  "de_lowest_ev": 0.637,
  "total_charge": 3,
  "symbols": ["Pd", "N", "C", "N", "C", "N", "N", "C", "C", "C", "C", "C", "C", "N", "C", "C", "C", "C", "C", "C", "H", "H", "H", "H", "H", "H", "H", "H", "H", "H", "H", "N", "C", "C", "C", "C", "C", "C", "C", "C", "C", "H", "H", "H", "H", "Te", "C", "C", "C", "C", "C", "C", "C", "C", "C", "C", "C", "C", "H", "H", "H", "H", "H", "H", "H", "H", "H", "H"],
  "coordinates": [[-0.1819, 0.3116, -0.2673], [-2.5147, -3.0458, 1.0039], [-1.4903, -2.2867, 0.6852], [-1.5989, -1.0326, 0.2987], [-2.8820, -0.4425, 0.2462], [-3.0117, 0.7935, -0.0932], [-1.8036, 1.3726, -0.3651], [-1.7218, 2.6181, -0.6317], [-0.3995, 3.1046, -0.9905], [-0.1938, 4.4234, -1.3350], [1.0640, 4.8188, -1.7793], [2.0433, 3.8521, -1.8890], [1.7583, 2.5471, -1.5083], [0.5797, 2.1566, -1.0334], [-4.0382, -1.2512, 0.5867], [-5.3410, -0.7448, 0.5468], [-6.3998, -1.5616, 0.8782], [-6.1775, -2.8891, 1.2543], [-4.8971, -3.4060, 1.3021], [-3.8388, -2.5757, 0.9658], [-2.3465, -3.9996, 1.2930], [-0.5047, -2.7228, 0.7539], [-2.6122, 3.2372, -0.6425], [-1.0145, 5.1250, -1.2726], [1.2555, 5.8464, -2.0565], [3.0262, 4.0844, -2.2737], [2.5159, 1.7897, -1.6258], [-5.4986, 0.2834, 0.2540], [-7.4089, -1.1755, 0.8483], [-7.0158, -3.5218, 1.5123], [-4.7235, -4.4337, 1.5956], [3.8073, -8.0381, -3.5408], [3.4631, -7.0518, -3.0636], [3.0333, -5.8235, -2.4643], [2.8782, -4.6861, -3.2662], [2.4733, -3.5053, -2.6912], [2.2128, -3.4565, -1.3015], [2.3694, -4.6156, -0.5042], [2.7791, -5.7896, -1.0849], [1.8164, -2.2566, -0.7254], [1.4427, -1.1700, -0.2083], [3.0784, -4.7470, -4.3269], [2.3460, -2.6167, -3.2947], [2.1712, -4.5718, 0.5590], [2.9085, -6.6870, -0.4960], [3.2688, -0.1011, 0.2623], [3.2914, -0.3647, 2.3264], [3.1835, -1.6254, 2.9039], [3.2903, -1.7322, 4.2811], [3.5095, -0.5954, 5.0522], [3.6165, 0.6537, 4.4586], [3.5054, 0.7827, 3.0799], [5.1609, -0.6803, -0.3774], [5.7787, -1.8931, -0.0794], [7.0908, -2.0700, -0.4809], [7.7540, -1.0567, -1.1692], [7.1170, 0.1384, -1.4681], [5.7945, 0.3332, -1.0924], [3.0237, -2.5109, 2.3001], [3.2120, -2.7015, 4.7547], [3.6000, -0.6868, 6.1261], [3.7873, 1.5324, 5.0654], [3.5881, 1.7599, 2.6199], [5.2682, -2.6665, 0.4795], [7.6040, -2.9938, -0.2509], [8.7807, -1.2052, -1.4763], [7.6422, 0.9182, -2.0024], [5.2942, 1.2618, -1.3379]],
  "lowdin_charge": [0.94, 0.16, -0.10, 0.01, -0.24, 0.12, -0.13, 0.01, -0.23, 0.04, 0.02, 0.00, -0.13, 0.00, -0.09, 0.02, -0.01, -0.01, 0.02, -0.16, 0.18, 0.13, 0.16, 0.14, 0.14, 0.13, 0.04, 0.13, 0.13, 0.13, 0.13, 0.24, -0.13, -0.16, 0.03, 0.04, -0.23, 0.02, 0.02, -0.11, -0.38, 0.14, 0.14, 0.13, 0.14, 1.86, -0.46, -0.12, -0.04, -0.02, -0.04, -0.12, -0.45, -0.10, -0.03, -0.01, -0.03, -0.14, 0.09, 0.12, 0.13, 0.13, 0.10, 0.11, 0.13, 0.13, 0.13, 0.09]
}

=====

[2]
{
  "formula": "C35H26N3O4PRu",
  "method": "wB97M-V/def2-TZVPD",
  "e_tot_ha": -2250.205215,
  "multiplicity": 5,
  "total_charge": 2,
  "s_squared": 6.049,
  "symbols": ["Ru", "C", "O", "C", "C", "C", "C", "C", "C", "N", "N", "C", "C", "C", "C", "O", "C", "N", "C", "C", "C", "C", "H", "H", "H", "H", "H", "H", "H", "H", "H", "H", "H", "H", "O", "C", "O", "C", "C", "C", "C", "C", "C", "P", "C", "C", "C", "C", "C", "C", "C", "C", "C", "C", "C", "C", "H", "H", "H", "H", "H", "H", "H", "H", "H", "H", "H", "H", "H", "H"],
  "coordinates": [[0.2202, 1.3605, 0.7770], [0.1043, -7.3735, 5.6587], [0.4895, -6.4649, 6.6758], [1.3216, -5.4763, 6.4255], [1.6937, -4.6867, 7.5409], [2.5499, -3.6358, 7.4038], [3.0212, -3.2674, 6.1169], [2.6737, -4.0720, 4.9991], [1.8533, -5.1554, 5.1561], [3.8095, -2.2047, 6.0086], [4.1763, -1.3559, 5.2289], [3.6126, -0.6538, 4.2357], [4.4782, 0.1487, 3.4658], [4.0456, 0.8981, 2.3940], [2.6969, 0.8504, 1.9938], [2.1939, 1.5309, 1.0274], [1.7928, 0.0340, 2.7724], [0.5131, 0.0523, 2.3476], [-0.4213, -0.5626, 3.0479], [-0.1232, -1.1565, 4.2771], [1.1748, -1.1831, 4.7370], [2.2010, -0.6443, 3.9405], [-0.4903, -8.1374, 6.1577], [0.9782, -7.8334, 5.1885], [-0.5089, -6.8800, 4.8980], [1.2854, -4.9574, 8.5013], [2.8316, -3.0353, 8.2545], [3.0709, -3.8214, 4.0252], [1.5958, -5.7453, 4.2901], [5.5246, 0.1524, 3.7345], [4.7294, 1.5280, 1.8457], [-1.4335, -0.5432, 2.6572], [-0.9205, -1.5722, 4.8710], [1.3841, -1.5606, 5.7235], [-3.3397, 0.3899, -0.8721], [-2.6072, 1.1911, -0.3611], [-1.6103, 0.8935, 0.4188], [-2.8767, 2.6879, -0.5042], [-4.2139, 3.0696, -0.5582], [-4.5432, 4.4138, -0.6008], [-3.5492, 5.3789, -0.5926], [-2.2177, 5.0083, -0.5667], [-1.8748, 3.6560, -0.5319], [-0.1037, 3.2581, -0.5008], [0.7537, 3.9005, -1.9410], [2.0546, 3.4180, -2.1237], [2.7516, 3.7548, -3.2673], [2.1511, 4.5515, -4.2327], [0.8603, 5.0269, -4.0495], [0.1466, 4.6950, -2.9116], [0.4492, 3.9932, 1.0803], [1.6916, 4.5926, 1.2645], [2.2122, 4.7175, 2.5440], [1.5382, 4.1814, 3.6349], [0.2944, 3.5870, 3.4718], [-0.2682, 3.4949, 2.2060], [-4.9803, 2.3098, -0.5537], [-5.5809, 4.7070, -0.6308], [-3.8063, 6.4262, -0.6031], [-1.4346, 5.7534, -0.5581], [2.4924, 2.7706, -1.3704], [3.7549, 3.3882, -3.4186], [2.6819, 4.7881, -5.1411], [0.4006, 5.6526, -4.7987], [-0.8648, 5.0507, -2.7812], [2.2416, 4.9612, 0.4092], [3.1635, 5.2074, 2.6876], [1.9802, 4.2394, 4.6166], [-0.2431, 3.2048, 4.3269], [-1.3137, 3.1907, 2.0945]],
  "lowdin_spin": [2.42, 0.00, 0.06, 0.08, 0.00, 0.04, 0.06, 0.07, 0.02, 0.34, 0.22, 0.05, 0.02, 0.01, 0.02, 0.10, 0.01, 0.01, 0.01, 0.00, 0.00, 0.01, 0.00, 0.00, 0.00, 0.00, 0.00, 0.00, 0.00, 0.00, 0.00, 0.00, 0.00, 0.00, 0.03, 0.02, 0.21, 0.01, 0.00, 0.00, 0.00, 0.00, 0.01, 0.00, 0.00, 0.00, 0.00, 0.00, 0.00, 0.00, 0.04, 0.00, 0.03, 0.01, 0.03, 0.03, 0.00, 0.00, 0.00, 0.00, 0.00, 0.00, 0.00, 0.00, 0.00, 0.00, 0.00, 0.00, 0.00, 0.00]
}

=====

[3]
{
  "formula": "C35H27Cl2CrIN4O5P2Se2",
  "method": "wB97M-V/def2-TZVPD",
  "e_tot_ha": -9693.344844,
  "de_lowest_ev": 0.700,
  "multiplicity": 5,
  "s_squared": 6.043,
  "symbols": ["Cr", "Cl", "C", "C", "C", "Cl", "C", "O", "C", "C", "O", "C", "H", "H", "H", "Se", "P", "C", "C", "C", "C", "C", "C", "C", "C", "C", "C", "C", "C", "C", "C", "N", "N", "N", "P", "Se", "C", "C", "C", "C", "C", "C", "C", "C", "C", "C", "C", "C", "H", "H", "H", "H", "H", "H", "H", "H", "H", "H", "H", "H", "H", "H", "H", "H", "H", "H", "H", "H", "O", "O", "N", "C", "O", "C", "I", "H", "H", "H", "H"],
  "coordinates": [[-0.2617, -1.8974, 2.6996], [4.0026, -1.3381, 8.5942], [2.7659, -1.4629, 7.3814], [1.4170, -1.3977, 7.7793], [0.4126, -1.5048, 6.8626], [-1.2347, -1.4102, 7.3680], [0.6785, -1.6923, 5.4685], [-0.2917, -1.8227, 4.6520], [2.0537, -1.7242, 5.1005], [2.4522, -1.8578, 3.7449], [1.7223, -1.9303, 2.7401], [3.0818, -1.6180, 6.0680], [1.1738, -1.2576, 8.8238], [3.5326, -1.8856, 3.5582], [4.1167, -1.6582, 5.7535], [-2.9017, 0.4506, -2.9582], [-0.9222, -0.2786, -3.0189], [-0.6606, -1.5974, -4.2332], [-1.7034, -2.0258, -5.0382], [-1.4751, -3.0005, -6.0015], [-0.2109, -3.5420, -6.1563], [0.8372, -3.1114, -5.3491], [0.6142, -2.1396, -4.3924], [0.3382, 0.9425, -3.4730], [1.5822, 0.9644, -2.8549], [2.5421, 1.8861, -3.2528], [2.2584, 2.7827, -4.2698], [1.0187, 2.7529, -4.9009], [0.0600, 1.8366, -4.5057], [-0.4160, -0.9932, -1.4443], [-0.2789, -0.5370, -0.1267], [-0.2296, -1.6658, 0.6305], [-0.2646, -2.7209, -0.1605], [-0.3814, -2.3429, -1.4056], [-0.1721, 1.0453, 0.7243], [-0.3364, 0.7040, 2.8384], [-1.4053, 2.2211, 0.1458], [-1.2598, 2.8536, -1.0875], [-2.1933, 3.7862, -1.5046], [-3.2869, 4.0750, -0.7025], [-3.4448, 3.4355, 0.5185], [-2.5033, 2.5154, 0.9497], [1.4691, 1.7300, 0.3887], [1.6948, 3.0668, 0.0896], [2.9960, 3.5376, -0.0310], [4.0680, 2.6792, 0.1479], [3.8441, 1.3404, 0.4518], [2.5511, 0.8681, 0.5803], [-2.6882, -1.5963, -4.9030], [-2.2906, -3.3351, -6.6291], [-0.0362, -4.3043, -6.9044], [1.8248, -3.5374, -5.4651], [1.4300, -1.8111, -3.7607], [1.8130, 0.2531, -2.0727], [3.5066, 1.8994, -2.7624], [3.0029, 3.5057, -4.5772], [0.8025, 3.4457, -5.7037], [-0.9135, 1.8170, -4.9811], [-0.4208, 2.6246, -1.7298], [-2.0753, 4.2662, -2.4667], [-4.0227, 4.7965, -1.0333], [-4.2982, 3.6601, 1.1444], [-2.6146, 2.0265, 1.9092], [0.8680, 3.7531, -0.0294], [3.1665, 4.5799, -0.2654], [5.0805, 3.0507, 0.0568], [4.6800, 0.6688, 0.5975], [2.3749, -0.1732, 0.8310], [-0.3557, -3.8135, 2.9024], [-1.1490, -4.4001, 2.0501], [-3.2789, -1.5291, 0.6139], [-3.2865, -1.7438, 1.9282], [-2.2577, -1.8367, 2.6031], [-4.6140, -1.8440, 2.6159], [-5.3111, 0.1208, 3.0703], [-2.4012, -1.4698, 0.1215], [-4.1292, -1.4562, 0.0830], [-4.4831, -2.3578, 3.5607], [-5.3728, -2.3204, 2.0035]],
  "lowdin_spin": [2.95, 0.00, 0.00, 0.00, 0.00, 0.00, 0.00, 0.02, 0.00, 0.01, 0.01, 0.00, 0.00, 0.00, 0.00, 0.00, 0.00, 0.00, 0.00, 0.00, 0.00, 0.00, 0.00, 0.00, 0.00, 0.00, 0.00, 0.00, 0.00, 0.00, 0.00, -0.01, 0.01, 0.00, 0.00, -0.01, 0.00, 0.00, 0.00, 0.00, 0.00, 0.00, 0.00, 0.00, 0.00, 0.00, 0.00, 0.00, 0.00, 0.00, 0.00, 0.00, 0.00, 0.00, 0.00, 0.00, 0.00, 0.00, 0.00, 0.00, 0.00, 0.00, 0.00, 0.00, 0.00, 0.00, 0.00, 0.00, 0.31, 0.64, 0.01, 0.01, 0.01, 0.00, 0.00, 0.00, 0.00, 0.00, 0.00]
}